Record 1
DFT (ωB97M-V with the def2-TZVPD basis set) results for a cluster of 2 separate species, C6H13FNO5S in total at a distorted geometry.

The geometry in XYZ format:
```
27
Properties=species:S:1:pos:R:3:mulliken_charge:R:1
C -2.4366 -0.3168 -0.0315 -1.223
C -1.1983 0.5572 -0.3309 -0.046
C -0.2187 -0.1023 -1.2875 -0.221
F -0.3612 -1.4734 -1.2051 -0.376
N 1.2028 0.1362 -1.0475 0.223
C 1.5323 1.5165 -0.7057 -0.569
C 1.1192 2.4276 -1.8716 0.460
O 1.3310 2.0871 -3.0061 -0.493
O 0.5677 3.6086 -1.5511 -0.467
C 1.7540 -0.8230 -0.1662 0.229
O 2.7575 -1.4301 -0.4080 -0.478
O 1.0550 -1.1167 1.0402 -0.290
S 1.7388 -0.2118 2.3047 -0.095
H -2.6701 -0.9904 -0.8369 0.301
H -3.2727 0.3359 0.1656 0.429
H -2.2534 -0.8490 0.8935 0.198
H -0.7432 0.7730 0.6244 0.100
H -1.5661 1.4773 -0.7620 0.316
H -0.4334 0.1456 -2.3155 0.511
H 1.1660 1.8542 0.2620 0.472
H 2.6128 1.5783 -0.6687 0.453
H 0.2586 3.5453 -0.6448 0.351
H 0.6212 0.4113 2.7388 0.173
O -0.7871 -3.2365 2.0463 -0.340
H -0.6160 -4.1977 1.9925 0.466
H 0.0323 -2.7135 1.8710 0.467
H -1.1925 -2.9931 2.9004 0.449
```

Results
* Kohn-Sham gap: 8.039 eV
* net charge: +1
* energy: -31703.4163 eV
* LUMO energy: -4.946 eV
* E_HOMO: -12.984 eV

***

Record 2
DFT (ωB97M-V with the def2-TZVPD basis set) results for a structure of composition C6H13HoO3 at a distorted geometry.

The geometry in XYZ format:
```
23
Properties=species:S:1:pos:R:3:mulliken_charge:R:1
C -2.2750 -2.3093 -0.4656 -0.584
O -1.0246 -1.6678 -0.3050 -0.350
C -0.2268 -1.5014 -1.5199 -0.471
C 1.0389 -0.7960 -1.1051 -0.765
O 0.9257 0.5961 -1.4392 -0.329
C 1.7251 1.4529 -0.6774 -0.620
C 0.9685 2.0436 0.4917 -0.406
O 0.7374 1.0665 1.4985 -0.332
C -0.2877 1.4291 2.4044 -0.762
H -2.7201 -2.4284 0.5273 0.318
H -2.9339 -1.6935 -1.0946 0.272
H -2.1408 -3.2958 -0.9338 0.311
H -0.8350 -0.9261 -2.2364 0.383
H -0.0333 -2.5039 -1.9311 0.436
H 1.9048 -1.2126 -1.6418 0.526
H 2.0537 2.2932 -1.3124 0.390
H 2.6390 0.9399 -0.3235 0.318
H 0.0042 2.4530 0.1448 0.375
H 1.5625 2.8619 0.9319 0.393
H -0.3196 0.6675 3.1917 0.300
H -0.0570 2.4063 2.8548 0.335
H -1.2610 1.4462 1.8905 0.395
Ho 0.5551 -1.3214 1.0503 1.867
```

Results
* Kohn-Sham gap (spin up / spin down): 7.486 / 7.104 eV
* multiplicity: 5
* <S²>: 6.005
* net charge: +2
* energy: -38353.2617 eV
* LUMO energy (spin up / spin down): -9.144 / -9.502 eV
* energy relative to the best compared isomer or geometry (same formula, charge and spin): 59.8 kcal/mol
* E_HOMO (spin up / spin down): -16.630 / -16.607 eV

***

Record 3
DFT (ωB97M-V with the def2-TZVPD basis set) results for a cluster of 2 separate species, C6H13IN3 in total at a distorted geometry.

The geometry in XYZ format:
```
23
Properties=species:S:1:pos:R:3:mulliken_charge:R:1
C 4.4767 -1.8256 -0.1297 -0.140
C -2.7953 -0.4882 0.4374 0.679
C -1.8676 0.6809 -0.6507 -0.175
C -2.0839 -1.3010 1.4617 -1.216
C -2.6669 1.5916 -1.4295 -1.027
C 3.6528 0.5486 0.2289 0.075
N 4.0332 -0.6712 0.2056 -0.139
N 4.0166 1.5744 -0.4538 -0.305
N -4.0947 -0.6224 0.1127 -0.302
I -0.3373 1.5087 0.6703 -0.195
H 5.3580 -2.2007 0.5535 0.251
H 4.3110 -2.4695 -1.0027 0.307
H -0.9960 -1.2384 1.5835 0.294
H -2.3419 -2.3791 1.1761 0.315
H -2.4435 -1.1778 2.5216 0.330
H -1.9014 2.1118 -2.0600 0.330
H -3.3985 0.8783 -1.7710 0.236
H -3.3683 2.2428 -0.9728 0.358
H 2.9058 0.7082 0.9580 0.320
H 3.9090 2.5657 -0.0527 0.308
H 4.6812 1.4309 -1.2717 0.277
H -4.5651 -1.3656 0.5657 0.248
H -4.4836 -0.1022 -0.6805 0.172
```

Results
* Kohn-Sham gap (spin up / spin down): 4.591 / 4.590 eV
* net charge: +1
* energy: -18991.5741 eV
* LUMO energy (spin up / spin down): -4.508 / -4.507 eV
* energy relative to the best compared isomer or geometry (same formula, charge and spin): 98.1 kcal/mol
* E_HOMO (spin up / spin down): -9.099 / -9.097 eV

***

Record 4
DFT (ωB97M-V with the def2-TZVPD basis set) results for a cluster of 2 separate species, C6H13IO2S2 in total at a distorted geometry.

The geometry in XYZ format:
```
24
Properties=species:S:1:pos:R:3:mulliken_charge:R:1
C 0.0161 -0.9669 -2.0703 -1.446
C 2.4537 2.2378 0.0372 -1.049
C 1.0847 -2.0442 1.2681 -0.673
C 0.3638 0.1028 -1.0755 -0.404
C 1.6336 1.1544 0.8535 -0.830
C 1.2661 0.1090 -0.1109 0.504
O 3.5825 -1.1190 0.5960 -0.626
O -2.2378 -0.8091 1.3913 -0.408
S -2.7203 0.2337 0.5410 0.235
S 2.2615 -1.4614 -0.0173 0.431
I -5.0106 -0.3079 -0.0245 -0.056
H 0.8824 -1.1184 -2.7083 0.399
H -0.4774 -1.8567 -1.7005 0.338
H -0.7304 -0.5549 -2.7709 0.365
H 1.6568 2.8393 -0.5288 0.286
H 3.2452 1.8107 -0.5052 0.363
H 2.8085 3.1847 0.7051 0.293
H 1.2067 -3.1479 1.3975 0.363
H -0.0315 -1.8434 0.9037 0.126
H 1.3650 -1.5573 2.2269 0.279
H -3.0643 1.2880 1.5412 0.213
H -0.3084 0.9501 -1.0807 0.535
H 2.1389 0.6416 1.6357 0.440
H 0.7172 1.5434 1.2073 0.324
```

Results
* Kohn-Sham gap: 7.762 eV
* net charge: 0
* energy: -40295.2688 eV
* LUMO energy: -1.072 eV
* energy relative to the best compared isomer or geometry (same formula, charge and spin): 12.0 kcal/mol
* E_HOMO: -8.834 eV

***

Record 5
DFT (ωB97M-V with the def2-TZVPD basis set) results for a cluster of 2 separate species, C6H13IO4 in total at a distorted geometry.

The geometry in XYZ format:
```
24
Properties=species:S:1:pos:R:3:mulliken_charge:R:1
C -1.7445 -1.4903 2.0944 -1.125
C -0.9066 -0.2995 2.0220 -0.514
C -0.6058 0.1682 0.6326 -0.540
C 0.3322 -0.8156 -0.1312 -0.475
C 0.7538 -0.1593 -1.4494 -0.445
O -0.2470 0.1842 -2.2721 -0.496
I 2.2073 -1.5306 -2.6823 -0.164
H -2.0127 -1.7258 3.1162 0.368
H -2.5777 -1.2699 1.4466 0.313
H -1.1626 -2.2688 1.6420 0.289
H -1.2588 0.5961 2.4484 0.340
H -0.0187 -0.6691 2.6069 0.284
H -0.1533 1.1962 0.5374 0.357
H -1.5651 0.1651 0.2353 0.241
H -0.1700 -1.7245 -0.3580 0.464
H 1.0714 -0.9296 0.6832 0.344
H 1.5267 0.6516 -1.1809 0.432
H 0.0309 0.8084 -2.8810 0.568
O 1.3170 2.0249 -3.3581 -0.587
C 2.4104 2.2677 -3.7745 0.669
O 2.8789 3.5211 -3.8275 -0.462
O 3.3829 1.3859 -3.9015 -0.403
H 3.8574 3.3383 -3.6943 0.365
H 3.0467 0.4588 -3.9760 0.176
```

Results
* Kohn-Sham gap: 9.751 eV
* net charge: 0
* energy: -22723.0827 eV
* LUMO energy: 0.368 eV
* energy relative to the best compared isomer or geometry (same formula, charge and spin): 0.0 kcal/mol
* E_HOMO: -9.383 eV

***

Record 6
DFT (ωB97M-V with the def2-TZVPD basis set) results for a cluster of 2 separate species, C6H13N in total at a distorted geometry.

The geometry in XYZ format:
```
20
Properties=species:S:1:pos:R:3:mulliken_charge:R:1
C 1.0863 1.1763 -1.9369 -0.351
N 1.6285 -0.1196 -1.8533 -0.895
C 0.9480 -0.8887 -0.8598 -0.457
C -1.5252 -0.6725 1.6456 -0.890
C -0.6212 -0.2427 2.5840 0.391
C -0.2269 -1.0126 3.6525 -0.939
C -0.2639 1.2970 -2.7502 -1.294
H 0.8997 1.7261 -0.9856 0.278
H 1.7893 1.8150 -2.4955 0.316
H 0.8238 -0.3256 0.0997 0.007
H 1.6245 -1.7113 -0.5620 0.330
H -0.0440 -1.3251 -1.1249 0.120
H -2.0309 -1.6202 1.7965 0.254
H -1.9562 -0.0275 0.8932 0.277
H -0.2189 0.7578 2.5461 0.330
H 0.3643 -0.6360 4.4674 0.288
H -0.6053 -2.0244 3.7195 0.259
H -0.6567 2.3155 -2.7673 0.420
H -0.9877 0.6003 -2.3211 0.239
H -0.0275 0.9181 -3.7478 0.316
```

Results
* Kohn-Sham gap (spin up / spin down): 4.708 / 3.668 eV
* multiplicity: 2
* <S²>: 0.783
* net charge: -1
* energy: -7919.2114 eV
* LUMO energy (spin up / spin down): 3.649 / 2.613 eV
* energy relative to the best compared isomer or geometry (same formula, charge and spin): 49.4 kcal/mol
* E_HOMO (spin up / spin down): -1.059 / -1.055 eV

***

Record 7
DFT (ωB97M-V with the def2-TZVPD basis set) results for the molecule C6H13N at a distorted geometry.

The geometry in XYZ format:
```
20
Properties=species:S:1:pos:R:3:mulliken_charge:R:1
C -1.7269 1.3725 -1.2053 -1.315
C -0.3289 0.7415 -1.4097 -0.251
N 0.2808 0.7666 -0.0439 -0.107
C 1.5822 0.0558 0.0612 -0.707
C 1.5357 -1.1446 1.0214 -0.505
C 0.0279 -1.4341 1.1260 -0.781
C -0.6245 -0.0651 0.8418 -0.457
H -1.8652 2.1536 -0.5346 0.356
H -2.3951 0.4303 -0.9933 0.296
H -2.1016 1.7524 -2.0604 0.425
H -0.5406 -0.3001 -1.8361 0.197
H 0.3424 1.1870 -2.1206 0.496
H 2.3238 0.8335 0.5427 0.218
H 2.1775 -0.2466 -0.8528 0.326
H 1.9532 -0.8697 2.0745 0.223
H 2.3413 -1.8110 0.7773 0.391
H -0.2867 -1.9375 2.0360 0.431
H -0.2302 -2.1649 0.3801 0.258
H -0.7151 0.8897 1.6763 0.249
H -1.7500 -0.2093 0.5192 0.259
```

Results
* Kohn-Sham gap: 9.601 eV
* net charge: 0
* energy: -7920.0451 eV
* LUMO energy: 1.107 eV
* energy relative to the best compared isomer or geometry (same formula, charge and spin): 64.3 kcal/mol
* E_HOMO: -8.494 eV

***

Record 8
DFT (ωB97M-V with the def2-TZVPD basis set) results for the molecule C6H13N at a distorted geometry.

The geometry in XYZ format:
```
20
Properties=species:S:1:pos:R:3:mulliken_charge:R:1
C -3.1016 -0.4348 -0.3647 -1.159
C -1.6849 -0.0297 0.0461 -0.122
C -0.6417 -0.8124 0.2891 -0.336
C 0.5747 -0.5234 1.1522 -0.526
C 1.5376 0.6545 0.8780 -0.449
C 1.6053 1.0133 -0.6021 -0.723
N 1.9003 -0.0594 -1.5160 -0.564
H -3.1101 -0.4903 -1.4636 0.268
H -3.6604 0.4411 -0.0486 0.304
H -3.6050 -1.3824 -0.0441 0.316
H -1.6291 1.0624 0.1080 0.289
H -0.4808 -1.8385 -0.0590 0.337
H 0.2129 -0.2485 2.1774 0.254
H 1.0580 -1.5160 1.3552 0.343
H 1.2423 1.6744 1.3394 0.257
H 2.4726 0.3236 1.2634 0.349
H 2.4208 1.7255 -0.8525 0.378
H 0.7489 1.6594 -0.8687 0.299
H 2.8386 -0.3462 -1.2877 0.237
H 1.3016 -0.8727 -1.5017 0.248
```

Results
* Kohn-Sham gap: 9.833 eV
* net charge: 0
* energy: -7920.9881 eV
* LUMO energy: 1.043 eV
* energy relative to the best compared isomer or geometry (same formula, charge and spin): 42.5 kcal/mol
* E_HOMO: -8.791 eV

***

Record 9
DFT (ωB97M-V with the def2-TZVPD basis set) results for the molecule C6H13N.

The geometry in XYZ format:
```
20
Properties=species:S:1:pos:R:3:mulliken_charge:R:1
C 1.9100 -2.4904 0.4052 -0.881
C 1.2550 -1.3449 0.2704 0.026
C 0.0065 -1.1653 -0.5311 -0.482
C -1.1147 -0.4509 0.2244 -0.678
C -0.7215 0.8951 0.8165 -0.619
C 0.0191 1.8322 -0.1239 -0.606
N -0.7272 2.1822 -1.3600 -0.604
H 2.8216 -2.5810 0.9725 0.270
H 1.5240 -3.4168 -0.0099 0.257
H 1.6762 -0.4972 0.7946 0.178
H -0.3145 -2.1324 -0.9095 0.391
H 0.2456 -0.4990 -1.3664 0.267
H -1.9237 -0.2880 -0.4935 0.334
H -1.5383 -1.0732 1.0134 0.317
H -0.0993 0.7359 1.6996 0.368
H -1.6155 1.3936 1.1889 0.364
H 0.9838 1.4166 -0.4015 0.222
H 0.2716 2.7455 0.4150 0.367
H -1.0907 3.1222 -1.2292 0.277
H -1.5679 1.6156 -1.3755 0.231
```

Results
* Kohn-Sham gap: 10.581 eV
* net charge: 0
* energy: -7922.1431 eV
* LUMO energy: 1.091 eV
* energy relative to the best compared isomer or geometry (same formula, charge and spin): 15.9 kcal/mol
* E_HOMO: -9.490 eV

***

Record 10
DFT (ωB97M-V with the def2-TZVPD basis set) results for a structure of composition C6H13N at a distorted geometry.

The geometry in XYZ format:
```
20
Properties=species:S:1:pos:R:3:mulliken_charge:R:1
C -0.1619 0.4830 0.3902 0.765
C -1.3492 0.7203 1.2823 -1.595
C 0.5297 1.7563 -0.0129 -1.529
C 1.2864 -0.7914 -1.3749 -1.602
C 0.2022 -0.7743 -0.3156 1.418
N -1.2070 -1.0965 -0.9682 -0.498
C 0.6037 -1.1563 1.0223 -1.318
H -1.4480 -0.8106 -1.9163 0.167
H -1.8636 -1.5115 -0.3149 0.207
H 1.4493 1.8716 0.5708 0.298
H 0.7931 1.7927 -1.0706 0.359
H -1.0468 1.2995 2.1625 0.356
H -1.8059 -0.2031 1.6363 0.421
H -2.1067 1.3008 0.7485 0.373
H -0.0972 2.6343 0.1595 0.444
H 0.9782 -0.2413 -2.2673 0.436
H 1.5155 -1.8312 -1.6200 0.331
H 2.2160 -0.3374 -1.0229 0.384
H 1.5989 -1.5636 1.1521 0.274
H -0.0868 -1.5414 1.7593 0.308
```

Results
* Kohn-Sham gap: 8.304 eV
* net charge: 0
* energy: -7919.7043 eV
* LUMO energy: 0.991 eV
* energy relative to the best compared isomer or geometry (same formula, charge and spin): 72.2 kcal/mol
* E_HOMO: -7.313 eV